Record 1
The following is a quantum chemistry calculation of a 6-piece molecular cluster, C22H30Cl2F2O3 overall in a non-equilibrium geometry, from the Open Molecules 2025 dataset.

As for the calculated total energy: -59920.7070 eV. The value obtained for the maximum force is 4.92 eV/A. The calculation puts the orbital gap at 9.86 eV. The relative energy (zero: lowest compared OMol25 entry of this formula, charge and spin) is 12.9 kcal/mol. The LUMO energy comes out at 0.26 eV.

The geometry in ORCA input format:
```
! RIJCOSX wB97M-V def2-TZVPD def2/J DEFGRID3
* xyz 0 1
F 3.628 3.779 -1.077
C 2.939 3.077 -0.104
C 3.414 1.921 0.394
C 2.618 1.091 1.169
C 1.286 1.491 1.495
C 0.790 2.676 0.997
C 1.617 3.541 0.222
H 4.431 1.586 0.253
H 3.021 0.103 1.339
H 0.687 0.897 2.169
H -0.220 3.040 1.113
H 1.203 4.359 -0.348
F -4.728 4.631 -2.810
C -4.073 4.065 -1.783
C -4.047 2.690 -1.646
C -3.674 2.156 -0.371
C -3.149 3.063 0.567
C -3.051 4.423 0.362
C -3.530 4.910 -0.841
H -4.415 2.008 -2.398
H -3.836 1.117 -0.127
H -3.059 2.611 1.544
H -2.580 5.114 1.045
H -3.514 5.975 -1.019
C 1.234 2.331 -3.325
C 0.007 1.729 -4.010
C -1.128 1.103 -3.157
O -0.039 1.701 -5.257
H 2.067 2.216 -4.019
H 1.439 1.698 -2.461
H 1.117 3.379 -3.048
H -0.816 0.287 -2.506
H -1.951 0.823 -3.814
H -1.569 1.738 -2.389
C 3.832 -5.346 -2.448
C 2.788 -4.356 -2.134
C 2.414 -4.062 -0.665
O 1.982 -4.003 -3.051
H 3.789 -5.419 -3.535
H 3.498 -6.293 -2.023
H 4.859 -5.023 -2.275
H 1.766 -3.193 -0.553
H 3.330 -4.043 -0.075
H 1.787 -4.920 -0.425
C -2.170 -3.047 5.174
C -0.956 -3.939 4.845
C 0.454 -3.274 4.825
O -1.058 -5.173 4.848
H -3.116 -3.589 5.172
H -2.256 -2.232 4.455
H -2.014 -2.712 6.199
H 0.696 -2.816 5.784
H 0.622 -2.555 4.023
H 1.168 -4.093 4.740
Cl -0.908 -2.575 -1.006
C -0.682 -1.283 0.153
Cl -0.865 -1.943 1.892
H 0.338 -0.914 0.038
H -1.422 -0.529 -0.116
*
```

Charges in e, computed with Mulliken, in the same order as the atoms: atom 1 (F): -0.35, atom 2 (C): 0.40, atom 3 (C): -0.53, atom 4 (C): -0.41, atom 5 (C): -0.62, atom 6 (C): -0.13, atom 7 (C): -0.50, atom 8 (H): 0.40, atom 9 (H): 0.41, atom 10 (H): 0.56, atom 11 (H): 0.31, atom 12 (H): 0.46, atom 13 (F): -0.31, atom 14 (C): 0.29, atom 15 (C): -0.49, atom 16 (C): -0.55, atom 17 (C): -0.48, atom 18 (C): -0.51, atom 19 (C): -0.23, atom 20 (H): 0.48, atom 21 (H): 0.53, atom 22 (H): 0.42, atom 23 (H): 0.45, atom 24 (H): 0.42, atom 25 (C): -0.63, atom 26 (C): 0.58, atom 27 (C): -0.58, atom 28 (O): -0.60, atom 29 (H): 0.35, atom 30 (H): 0.09, atom 31 (H): 0.24, atom 32 (H): 0.13, atom 33 (H): 0.36, atom 34 (H): 0.05, atom 35 (C): -1.07, atom 36 (C): 0.75, atom 37 (C): -0.54, atom 38 (O): -0.58, atom 39 (H): 0.32, atom 40 (H): 0.28, atom 41 (H): 0.34, atom 42 (H): -0.17, atom 43 (H): 0.37, atom 44 (H): 0.28, atom 45 (C): -0.94, atom 46 (C): 0.77, atom 47 (C): -0.84, atom 48 (O): -0.56, atom 49 (H): 0.29, atom 50 (H): 0.27, atom 51 (H): 0.29, atom 52 (H): 0.30, atom 53 (H): 0.17, atom 54 (H): 0.28, atom 55 (Cl): -0.13, atom 56 (C): 0.02, atom 57 (Cl): -0.13, atom 58 (H): 0.15, atom 59 (H): 0.09


Record 2
The following is a quantum chemistry calculation of C22H30CrN3O3S4Sb as an isolated structure, from the Open Molecules 2025 dataset.

As for the calculated total energy: -112217.0770 eV. The value obtained for the maximum force is 0.54 eV/A. The calculation puts the orbital gap (spin up / spin down) at 5.00 / 5.07 eV. The relative energy (zero: lowest compared OMol25 entry of this formula, charge and spin) is 0.0 kcal/mol. The LUMO energy (spin up / spin down) comes out at 4.11 / 4.12 eV.

The geometry in ORCA input format:
```
! RIJCOSX wB97M-V def2-TZVPD def2/J DEFGRID3
* xyz -2 3
Cr -1.732 0.558 0.899
S -4.992 3.253 -0.901
Sb -4.498 2.548 1.265
S -2.095 2.782 1.583
S -4.100 0.108 1.174
C -2.508 -2.096 2.841
C -1.990 -0.767 2.398
O -1.469 0.089 3.066
H -1.919 -2.453 3.687
H -2.474 -2.802 2.015
H -3.545 -1.944 3.135
C 0.587 3.291 -3.260
C 0.597 3.443 -1.746
N -0.579 2.838 -1.165
C -1.403 1.962 -1.793
N -2.030 1.037 -1.127
C -3.073 0.291 -1.842
C -2.722 0.083 -3.304
C -2.503 1.440 -3.936
N -1.537 2.170 -3.144
C -0.864 3.310 -3.720
H 1.020 2.331 -3.551
H 1.172 4.086 -3.728
H 0.598 4.508 -1.486
H 1.500 2.997 -1.312
H -0.579 2.731 -0.156
H -4.018 0.833 -1.744
H -3.197 -0.668 -1.349
H -3.538 -0.439 -3.809
H -1.816 -0.525 -3.388
H -3.453 1.986 -3.980
H -2.108 1.353 -4.955
H -1.345 4.252 -3.422
H -0.937 3.224 -4.806
O 2.291 -6.933 2.329
C 2.077 -5.692 2.870
O 2.594 -5.449 3.932
C 1.306 -4.738 2.056
C 1.168 -3.422 2.516
C 0.466 -2.473 1.806
C -0.161 -2.789 0.580
S -1.063 -1.659 -0.368
C -0.019 -4.119 0.125
C 0.693 -5.058 0.838
H 1.875 -6.967 1.461
H 1.640 -3.160 3.455
H 0.398 -1.456 2.168
H -0.498 -4.396 -0.806
H 0.736 -6.061 0.418
C 3.725 0.728 -0.076
C 2.993 1.224 1.179
C 3.334 2.700 1.419
C 3.456 0.395 2.386
C 1.539 1.060 1.012
C 0.338 0.872 0.943
H 4.809 0.823 0.045
H 3.419 1.306 -0.950
H 3.480 -0.318 -0.264
H 4.413 2.828 1.561
H 2.814 3.069 2.303
H 3.020 3.309 0.569
H 4.535 0.511 2.542
H 3.240 -0.662 2.226
H 2.932 0.716 3.287
*
```

Charges in e, computed with Mulliken, in the same order as the atoms: atom 1 (Cr): 0.01, atom 2 (S): -0.84, atom 3 (Sb): 0.23, atom 4 (S): -0.55, atom 5 (S): -0.70, atom 6 (C): -1.40, atom 7 (C): 1.21, atom 8 (O): -0.42, atom 9 (H): 0.36, atom 10 (H): 0.26, atom 11 (H): 0.44, atom 12 (C): -0.85, atom 13 (C): 0.04, atom 14 (N): -0.01, atom 15 (C): -0.01, atom 16 (N): 0.86, atom 17 (C): -1.11, atom 18 (C): -0.78, atom 19 (C): -0.70, atom 20 (N): 0.35, atom 21 (C): -0.86, atom 22 (H): 0.31, atom 23 (H): 0.49, atom 24 (H): 0.44, atom 25 (H): -0.49, atom 26 (H): -0.09, atom 27 (H): 0.35, atom 28 (H): 0.32, atom 29 (H): 0.43, atom 30 (H): 0.22, atom 31 (H): 0.26, atom 32 (H): 0.46, atom 33 (H): 0.29, atom 34 (H): 0.41, atom 35 (O): -0.53, atom 36 (C): 0.62, atom 37 (O): -0.62, atom 38 (C): 1.04, atom 39 (C): -0.70, atom 40 (C): -0.88, atom 41 (C): 0.54, atom 42 (S): -0.25, atom 43 (C): -1.25, atom 44 (C): -0.70, atom 45 (H): 0.26, atom 46 (H): 0.45, atom 47 (H): 0.42, atom 48 (H): 0.38, atom 49 (H): 0.17, atom 50 (C): -1.48, atom 51 (C): 2.13, atom 52 (C): -1.58, atom 53 (C): -1.68, atom 54 (C): 0.04, atom 55 (C): -0.39, atom 56 (H): 0.39, atom 57 (H): 0.26, atom 58 (H): 0.32, atom 59 (H): 0.41, atom 60 (H): 0.37, atom 61 (H): 0.26, atom 62 (H): 0.42, atom 63 (H): 0.27, atom 64 (H): 0.37


> Among the records above, which one has the lowest relative energy (zero: lowest compared OMol25 entry of this formula, charge and spin)?

C22H30CrN3O3S4Sb